# 1
99
Properties=species:S:1:pos:R:3 method="wB97M-V/def2-TZVPD" lumo_energy_ha="-0.0979 / -0.1990" multiplicity=5 homo_lumo_gap_ev="7.42 / 5.12" total_charge=+1 e_homo_ev="-10.1 / -10.5" s_squared=6.05
Pt 0.26 0.38 -0.30
C 1.83 2.52 -2.90
C 0.58 3.12 -3.55
C 0.20 4.44 -2.86
C -0.60 2.16 -3.66
C -1.00 1.81 -4.95
C -2.15 1.08 -5.19
C -2.95 0.70 -4.12
C -2.57 0.98 -2.81
C -3.48 0.55 -1.66
C -3.88 -0.92 -1.73
C -4.73 1.44 -1.63
C -1.38 1.70 -2.58
N -0.99 1.93 -1.23
C -1.66 2.82 -0.49
O -2.51 3.63 -0.85
C -1.27 2.76 0.96
C -1.57 3.73 1.90
C -1.13 3.54 3.21
C -0.43 2.38 3.54
C -0.18 1.46 2.54
N -0.59 1.68 1.30
C 0.58 0.19 2.71
O 0.59 -0.39 3.85
N 1.16 -0.23 1.61
C 2.23 -1.19 1.72
C 3.46 -0.76 2.26
C 4.47 -1.70 2.41
C 4.30 -3.01 2.02
C 3.11 -3.40 1.44
C 2.06 -2.50 1.27
C 0.74 -3.00 0.73
C -0.01 -3.76 1.83
C 0.89 -3.88 -0.51
C 3.72 0.69 2.64
C 4.98 1.22 1.95
C 3.83 0.86 4.16
H 2.61 3.28 -2.81
H 2.23 1.70 -3.50
H 1.61 2.16 -1.90
H 0.85 3.36 -4.58
H 0.23 4.34 -1.78
H -0.80 4.77 -3.15
H 0.92 5.22 -3.15
H -0.41 2.16 -5.80
H -2.44 0.83 -6.20
H -3.89 0.19 -4.31
H -2.93 0.69 -0.73
H -4.49 -1.13 -2.62
H -4.48 -1.18 -0.86
H -3.01 -1.57 -1.76
H -5.29 1.34 -2.57
H -4.47 2.49 -1.50
H -5.39 1.14 -0.81
H -2.12 4.61 1.59
H -1.32 4.29 3.96
H -0.07 2.19 4.55
H 5.42 -1.39 2.85
H 5.11 -3.73 2.15
H 2.99 -4.43 1.12
H 0.13 -2.14 0.45
H 0.51 -4.70 2.06
H -1.03 -4.01 1.52
H -0.04 -3.17 2.75
H 1.25 -4.88 -0.25
H 1.60 -3.45 -1.23
H -0.08 -4.00 -1.01
H 2.89 1.30 2.28
H 5.88 0.72 2.31
H 5.10 2.29 2.15
H 4.93 1.08 0.87
H 4.69 0.31 4.54
H 2.94 0.47 4.66
H 3.95 1.91 4.42
Cl 3.17 -1.97 -6.53
C 2.15 -1.76 -5.18
C 2.69 -1.26 -3.98
C 1.86 -1.06 -2.93
Cl 2.50 -0.53 -1.43
C 0.43 -1.30 -2.99
O -0.34 -1.02 -2.06
C -0.03 -1.94 -4.22
Cl -1.64 -2.48 -4.30
C 0.80 -2.12 -5.29
H 3.75 -1.05 -3.90
H 0.42 -2.55 -6.21
C -2.90 -2.96 4.98
Sb -1.65 -1.35 4.25
C -2.78 0.33 4.91
C -2.31 -1.32 2.22
H -3.91 -2.73 4.63
H -2.86 -2.97 6.07
H -2.54 -3.91 4.58
H -3.82 0.00 4.98
H -2.68 1.13 4.17
H -2.44 0.69 5.88
H -3.17 -0.64 2.19
H -2.62 -2.33 1.93
H -1.54 -0.96 1.54

---

# 2
11
Properties=species:S:1:pos:R:3 method="wB97M-V/def2-TZVPD" lumo_energy_ha=0.2232 homo_lumo_gap_ev=7.04 total_charge=-2 e_homo_ev=-1.0
O 1.07 -1.97 -2.46
O -0.79 3.03 1.19
O -0.72 -1.05 -1.20
O 1.55 -0.83 -0.41
O -1.52 0.94 0.28
O 0.77 1.19 1.11
O -0.30 -1.12 1.25
B 0.68 -1.33 -1.43
B -0.54 1.79 0.89
B -0.93 -0.42 0.11
B 0.73 -0.24 0.67

---

# 3
59
Properties=species:S:1:pos:R:3 method="wB97M-V/def2-TZVPD" lumo_energy_ha=0.1037 homo_lumo_gap_ev=6.10 total_charge=-1 e_homo_ev=-3.3
Ir -0.81 0.39 -0.78
C 3.06 -1.22 0.91
C 2.99 -0.53 -0.47
N 2.21 0.69 -0.47
C 2.69 1.73 0.43
C 1.59 2.40 1.27
N 0.54 1.51 1.73
C 0.79 0.78 2.96
C 1.96 -0.19 2.87
N 1.90 -1.14 1.77
H 3.31 -2.27 0.71
H 3.91 -0.82 1.47
H 4.03 -0.38 -0.80
H 2.52 -1.21 -1.18
H 2.09 1.04 -1.41
H 3.42 1.28 1.10
H 3.22 2.52 -0.12
H 2.09 2.93 2.11
H 1.11 3.16 0.65
H -0.32 2.04 1.83
H 1.01 1.45 3.81
H -0.12 0.23 3.19
H 2.90 0.37 2.84
H 1.98 -0.73 3.83
H 1.05 -1.02 1.22
S -2.29 -0.15 0.78
S -3.20 -2.02 0.40
S -1.92 -3.00 -0.94
S -0.22 -1.78 -1.09
C -0.70 -0.04 -4.56
C -2.16 0.40 -4.43
C -2.96 -0.54 -3.52
C -2.33 1.85 -4.02
C -2.99 2.68 -4.92
C -3.27 4.00 -4.64
C -2.89 4.51 -3.41
C -2.21 3.73 -2.47
C -1.79 4.45 -1.19
C -0.28 4.68 -1.20
C -2.27 3.81 0.11
C -1.89 2.40 -2.80
N -1.04 1.69 -1.94
H -0.65 -1.07 -4.90
H -0.17 0.02 -3.60
H -0.17 0.59 -5.28
H -2.60 0.32 -5.43
H -2.55 -0.59 -2.52
H -2.96 -1.56 -3.93
H -4.00 -0.20 -3.45
H -3.31 2.25 -5.87
H -3.77 4.63 -5.36
H -3.12 5.54 -3.16
H -2.27 5.43 -1.24
H 0.25 3.74 -1.31
H 0.05 5.16 -0.27
H 0.01 5.33 -2.04
H -1.95 2.78 0.21
H -3.37 3.81 0.16
H -1.90 4.38 0.96

---

# 4
78
Properties=species:S:1:pos:R:3 method="wB97M-V/def2-TZVPD" lumo_energy_ha="-0.0432 / -0.0432" homo_lumo_gap_ev="5.62 / 5.62" e_homo_ev="-6.8 / -6.8"
Au -0.47 0.34 0.10
C -1.79 -0.45 3.95
C -1.24 0.84 3.31
C -2.21 1.43 2.28
N -2.29 0.61 1.11
C -3.32 -0.10 0.70
C -4.56 -0.04 1.39
C -5.80 -0.57 1.17
C -6.24 -1.37 0.12
C -5.48 -1.78 -0.96
C -4.15 -1.54 -1.25
C -3.11 -0.90 -0.54
N -1.85 -1.03 -0.93
C -1.40 -1.29 -2.27
C 0.05 -1.77 -2.40
C 1.16 -0.73 -2.12
N 1.20 -0.50 -0.72
C 2.00 -1.15 0.14
C 3.38 -1.07 0.01
C 4.39 -1.68 0.75
C 4.29 -2.77 1.59
C 3.12 -3.45 1.93
C 1.82 -3.05 1.79
C 1.28 -1.86 1.22
N 0.08 -1.43 1.46
C -0.91 -2.13 2.23
C -0.96 -1.71 3.71
H -2.80 -0.63 3.58
H -1.87 -0.30 5.03
H -0.29 0.64 2.83
H -1.08 1.60 4.07
H -1.81 2.40 1.94
H -3.17 1.63 2.76
H -4.53 0.58 2.28
H -6.55 -0.31 1.90
H -7.28 -1.67 0.14
H -6.01 -2.36 -1.70
H -3.83 -1.99 -2.18
H -1.52 -0.37 -2.85
H -2.03 -2.06 -2.74
H 0.16 -2.11 -3.44
H 0.21 -2.63 -1.74
H 0.95 0.20 -2.65
H 2.12 -1.15 -2.48
H 3.71 -0.36 -0.73
H 5.39 -1.29 0.58
H 5.22 -3.17 1.98
H 3.26 -4.41 2.43
H 1.07 -3.73 2.18
H -0.78 -3.22 2.17
H -1.87 -1.90 1.77
H 0.06 -1.56 4.07
H -1.41 -2.52 4.28
S -3.42 1.66 -1.99
P -2.11 3.09 -1.64
S -0.23 2.59 -1.02
C -2.81 4.29 -0.45
C -2.16 4.64 0.72
C -2.80 5.45 1.64
C -4.08 5.91 1.39
C -4.71 5.60 0.20
C -4.08 4.79 -0.72
C -1.90 4.12 -3.13
C -2.70 3.86 -4.23
C -2.62 4.65 -5.36
C -1.74 5.72 -5.38
C -0.94 5.99 -4.28
C -1.02 5.19 -3.15
H -1.15 4.28 0.89
H -2.30 5.70 2.57
H -4.59 6.51 2.13
H -5.70 5.99 -0.01
H -4.57 4.51 -1.65
H -3.40 3.03 -4.19
H -3.24 4.43 -6.21
H -1.68 6.35 -6.26
H -0.26 6.83 -4.29
H -0.39 5.38 -2.29

---

Result set for ΔE to the lowest compared entry with this formula, charge and spin: 0.8091, 0.7356, 1.6509, 2.3596 eV, one per record in the order listed.
Result set for largest force on an atom: 0.014, 0.091, 0.033, 0.037 hartree/bohr, one per record in the order listed.
Result set for DFT total energy: -100215.2634, -17049.4090, -71326.9884, -76451.6310 eV, one per record in the order listed.